Computed, not measured: an isolated ion of composition C16H24NS2 and charge +1 at a distorted geometry, with the ωB97M-V functional and the def2-TZVPD basis.

Atoms and positions in Å:
1 C -3.1697 0.2116 1.2366
2 C -2.3752 1.3542 1.3571
3 C -1.0591 1.2498 1.8523
4 C -0.6443 0.0226 2.3818
5 C 0.5532 -0.1073 3.3072
6 S 1.2943 -1.7352 3.0318
7 C 2.5446 -1.3209 1.7934
8 C 2.2426 -0.0994 0.9463
9 C 2.4563 1.1955 1.7166
10 S 1.6262 1.3055 3.2988
11 C -1.3861 -1.1354 2.1745
12 C -2.6612 -1.0382 1.6022
13 H -4.1828 0.2870 0.8310
14 H -2.7642 2.3221 1.0296
15 H -0.3746 2.1066 1.7788
16 H 3.5045 -1.2571 2.3162
17 H 2.5318 -2.2312 1.1804
18 H 2.9157 -0.0942 0.0780
19 H 1.2131 -0.1510 0.5739
20 H 3.5245 1.3398 1.9505
21 H 2.0955 2.0584 1.1366
22 H -0.9591 -2.1228 2.4168
23 H -3.2531 -1.9452 1.4742
24 C 2.4061 -0.8349 5.4185
25 C 1.0783 -0.2076 5.7907
26 C 0.4384 -1.0161 6.9355
27 C 1.2536 1.2741 6.1112
28 C -0.0502 1.9864 5.7123
29 C -0.9526 0.9368 5.1083
30 N 0.0434 -0.1960 4.7035
31 H 3.0340 -0.8151 6.3156
32 H 2.3074 -1.8895 5.1310
33 H 2.9581 -0.2709 4.6536
34 H 1.1240 -1.0897 7.7885
35 H -0.5015 -0.5708 7.2934
36 H 0.2431 -2.0431 6.5815
37 H 1.5097 1.4275 7.1677
38 H 2.0808 1.6585 5.5049
39 H -0.5481 2.4265 6.5776
40 H 0.1256 2.7909 4.9881
41 H -1.6291 0.4995 5.8588
42 H -1.5499 1.2414 4.2442
43 H -0.4035 -1.1205 4.6454

Output
SMILES   CC1(C)CCC[N@H+]1C1(c2ccccc2)SCCCS1
Total charge   +1
Relative energy (zero: lowest compared OMol25 entry of this formula, charge and spin)   0.27 kcal per mole


Computed, not measured: one molecule with the formula C16H24O5, with the ωB97M-V functional and the def2-TZVPD basis.

Atoms and positions in Å:
1 C -4.8739 -0.1230 -1.5511
2 H -4.2129 -0.9653 -1.7707
3 H -5.8983 -0.3824 -1.8113
4 H -4.5598 0.7477 -2.1335
5 O -4.8865 0.1632 -0.1634
6 C -3.6310 0.1699 0.4592
7 O -3.0104 -1.0890 0.4191
8 C -3.6855 -2.0873 1.1550
9 H -4.7189 -2.1975 0.8152
10 H -3.1394 -3.0129 0.9867
11 H -3.6860 -1.8455 2.2241
12 C -2.6458 1.1796 -0.1380
13 H -2.3139 0.8044 -1.1052
14 H -3.1595 2.1320 -0.2812
15 C -1.4257 1.3907 0.7692
16 O -1.7058 2.2911 1.8216
17 H -2.4501 1.9575 2.3328
18 H -1.1048 0.4227 1.1772
19 C -0.2583 2.0020 -0.0189
20 C 0.2167 1.0863 -1.1133
21 O 0.0467 1.3240 -2.2841
22 C 0.9213 -0.1985 -0.6860
23 C 0.0661 -1.3945 -1.1338
24 H -0.1397 -1.3056 -2.1968
25 H 0.5954 -2.3273 -0.9546
26 H -0.8717 -1.4061 -0.5829
27 O 1.1604 -0.1989 0.7070
28 C 2.2632 -0.9861 1.1101
29 C 3.5809 -0.4578 0.5963
30 C 4.4973 -1.2910 -0.0297
31 C 5.6963 -0.7836 -0.5006
32 C 5.9839 0.5628 -0.3592
33 C 5.0709 1.4013 0.2587
34 C 3.8774 0.8929 0.7363
35 H 3.1592 1.5400 1.2182
36 H 5.2905 2.4528 0.3701
37 H 6.9170 0.9587 -0.7316
38 H 6.4039 -1.4405 -0.9848
39 H 4.2731 -2.3421 -0.1477
40 H 2.1313 -2.0334 0.8045
41 H 2.2450 -0.9423 2.2041
42 H 1.8802 -0.2246 -1.2293
43 H 0.5544 2.1717 0.6868
44 H -0.5782 2.9514 -0.4498
45 H -3.8752 0.4326 1.5055

Output
SMILES   COC(C[C@H](O)CC(=O)[C@H](C)OCc1ccccc1)OC
Relative energy (zero: lowest compared OMol25 entry of this formula, charge and spin)   5.95 kcal per mole


Computed, not measured: one molecule with the formula C16H24O5 at a distorted geometry, with the ωB97M-V functional and the def2-TZVPD basis.

Atoms and positions in Å:
1 C -4.8618 -0.1268 -1.7473
2 H -5.3987 -0.7158 -0.9989
3 H -5.5383 0.1414 -2.5564
4 O -4.4149 1.1034 -1.1952
5 C -3.8236 1.0175 0.0654
6 O -4.7228 0.5981 1.0583
7 C -5.7866 1.4992 1.2831
8 H -6.4296 1.0314 2.0251
9 H -5.4092 2.4543 1.6662
10 H -6.3499 1.6835 0.3641
11 C -2.6194 0.0642 0.1485
12 C -1.6448 0.2967 -0.9844
13 C -0.4722 -0.5574 -1.2167
14 C -0.1123 -1.7367 -0.3249
15 O 0.6080 -2.7098 -1.0296
16 H 1.4692 -2.3281 -1.2451
17 H -1.0198 -2.2328 0.0276
18 C 0.7203 -1.2250 0.8747
19 C 0.9366 -2.3439 1.8921
20 H -0.0118 -2.6135 2.3475
21 H 1.3483 -3.2140 1.3869
22 H 1.6231 -2.0296 2.6743
23 H 0.1950 -0.3803 1.3474
24 O 1.9366 -0.7663 0.3087
25 C 2.6497 0.1689 1.0887
26 C 3.8934 0.5755 0.3450
27 C 4.6884 -0.3947 -0.2518
28 C 5.8373 -0.0361 -0.9327
29 C 6.2084 1.2954 -1.0163
30 C 5.4220 2.2664 -0.4209
31 C 4.2666 1.9088 0.2524
32 H 3.6526 2.6708 0.7111
33 H 5.7056 3.3067 -0.4846
34 H 7.1072 1.5757 -1.5452
35 H 6.4467 -0.7975 -1.3968
36 H 4.3942 -1.4308 -0.1827
37 H 2.9342 -0.2734 2.0573
38 H 2.0174 1.0471 1.2921
39 O -1.6092 -0.6354 -2.0272
40 H 0.3962 -0.1106 -1.6999
41 H -1.5814 1.3337 -1.3108
42 H -2.1381 0.2288 1.1136
43 H -2.9913 -0.9595 0.1204
44 H -3.4962 2.0545 0.2651
45 H -4.0249 -0.7036 -2.1479

Output
SMILES   COC(C[C@@H]1O[C@@H]1[C@@H](O)[C@@H](C)OCc1ccccc1)OC
Relative energy (zero: lowest compared OMol25 entry of this formula, charge and spin)   30.45 kcal per mole


Computed, not measured: C16H25AlO9 as an isolated structure at a distorted geometry, with the ωB97M-V functional and the def2-TZVPD basis.

Atoms and positions in Å:
1 Al 6.1322 -20.9449 12.5766
2 O 7.1864 -18.9122 14.3025
3 H 7.3974 -18.8931 15.2562
4 O 4.8076 -18.2015 12.0696
5 C 4.6959 -16.9994 12.4152
6 O 4.0497 -16.1552 11.7370
7 C 4.1089 -14.8783 12.4707
8 C 4.3333 -15.1604 13.8996
9 C 5.2175 -16.4098 13.7335
10 H 3.1101 -14.4513 12.3806
11 H 4.8078 -14.1803 12.0098
12 H 3.3697 -15.1726 14.4090
13 H 4.8505 -14.2950 14.3140
14 H 5.1594 -17.2165 14.4643
15 H 6.2910 -16.3046 13.5767
16 O 7.4478 -18.8782 10.7762
17 C 7.9172 -17.7217 10.7830
18 O 7.4980 -16.8259 9.8847
19 C 7.6852 -15.5329 10.3572
20 C 9.0524 -15.6665 11.0732
21 C 8.9054 -17.0119 11.7216
22 H 6.8459 -15.1571 10.9424
23 H 7.8704 -14.8076 9.5649
24 H 9.3933 -14.8440 11.7020
25 H 9.7227 -15.7295 10.2160
26 H 8.4111 -17.1067 12.6884
27 H 9.8757 -17.5083 11.7051
28 O 6.6238 -21.9047 15.4700
29 C 6.7392 -21.7281 16.6332
30 O 6.4470 -22.5800 17.6628
31 C 6.7322 -21.9189 18.9517
32 C 7.6498 -20.7074 18.6732
33 C 7.1595 -20.4209 17.2482
34 H 7.3886 -22.6097 19.4808
35 H 5.7219 -21.7023 19.2988
36 H 8.6710 -21.0666 18.8005
37 H 7.5092 -19.8571 19.3405
38 H 8.0716 -19.9907 16.8346
39 H 6.3311 -19.7177 17.1615
40 O 11.5878 -15.1668 17.4512
41 C 10.6016 -15.5677 16.8973
42 O 10.5562 -16.6149 16.0494
43 C 9.2175 -17.0814 15.8855
44 C 8.2819 -16.0525 16.4921
45 C 9.2188 -14.9850 17.1077
46 H 8.9214 -17.9988 16.3942
47 H 9.0426 -17.2227 14.8190
48 H 7.8810 -16.5528 17.3737
49 H 7.6391 -15.5602 15.7624
50 H 9.0673 -14.8502 18.1787
51 H 9.2396 -14.1286 16.4337

Output
2S+1   2
Total charge   +3
Relative energy (zero: lowest compared OMol25 entry of this formula, charge and spin)   0.00 kcal per mole
⟨S²⟩   1.767


Computed, not measured: C16H25AuN3S as an isolated structure, with the ωB97M-V functional and the def2-TZVPD basis.

Atoms and positions in Å:
1 Au 0.8530 0.1156 -1.0750
2 C 1.8362 1.4498 3.2382
3 C 1.5411 2.6275 2.3006
4 C 2.5510 2.6670 1.1505
5 C 0.0763 2.6121 1.8780
6 C -0.6876 3.6980 2.2691
7 C -2.0597 3.7643 2.0647
8 C -2.6852 2.6407 1.5414
9 C -1.9862 1.5128 1.1469
10 C -2.8258 0.2911 0.7836
11 C -2.7575 -0.1328 -0.6883
12 C -2.4845 -0.8905 1.7025
13 C -0.5290 1.4861 1.1786
14 N 0.1850 0.4472 0.7279
15 H 2.8938 1.4211 3.5252
16 H 1.5799 0.5234 2.7227
17 H 1.2326 1.5261 4.1467
18 H 1.6852 3.5526 2.8736
19 H 2.5373 1.7234 0.6158
20 H 3.5620 2.8452 1.5375
21 H 2.3029 3.4630 0.4433
22 H -0.1908 4.5321 2.7627
23 H -2.6292 4.6377 2.3624
24 H -3.7709 2.6390 1.4534
25 H -3.8687 0.5693 0.9806
26 H -1.8167 -0.6405 -0.8849
27 H -2.8135 0.7364 -1.3483
28 H -3.5856 -0.8098 -0.9337
29 H -1.4150 -1.0880 1.6187
30 H -3.0445 -1.7915 1.4253
31 H -2.7146 -0.6404 2.7416
32 C -0.6350 -2.5256 -3.1817
33 N 0.7681 -2.8573 -3.3511
34 C 1.2225 -4.1211 -2.7795
35 C 2.7358 -3.9531 -2.7695
36 N 2.8544 -2.5057 -2.6520
37 C 1.7134 -1.9029 -3.1040
38 S 1.5130 -0.2495 -3.2989
39 H -1.2412 -3.2489 -3.7283
40 H -0.8115 -1.5283 -3.5755
41 H -0.9195 -2.5378 -2.1248
42 H 0.8971 -4.9675 -3.3846
43 H 0.8342 -4.2425 -1.7613
44 H 3.1870 -4.3356 -3.6913
45 H 3.2010 -4.4550 -1.9217
46 H 3.7096 -2.0570 -2.9374

Output
Total charge   -1
Relative energy (zero: lowest compared OMol25 entry of this formula, charge and spin)   5.70 kcal per mole


Computed, not measured: C16H25Br18F3N2O4 as an isolated structure at a distorted geometry, with the ωB97M-V functional and the def2-TZVPD basis.

Atoms and positions in Å:
1 C 3.6439 -3.9677 3.6502
2 C 3.3327 -2.5256 3.9660
3 O 2.8911 -2.1296 5.0329
4 N 3.7564 -1.6509 3.0305
5 C 3.5169 -0.2226 3.1418
6 H 2.8567 -4.7052 3.7800
7 H 4.3368 -4.2715 4.4409
8 H 4.1059 -4.1169 2.6782
9 H 4.0728 -1.8128 2.0834
10 H 3.9887 0.3762 2.3669
11 H 4.0258 0.0531 4.0704
12 H 2.4520 0.0034 3.2019
13 C 3.3891 -0.5019 -3.2807
14 C 4.0645 0.2687 -2.1500
15 O 3.9189 -0.0950 -0.9934
16 N 4.6568 1.4263 -2.5243
17 C 5.4855 2.1827 -1.6177
18 H 2.5977 -1.1306 -2.8848
19 H 4.0330 -1.2316 -3.7761
20 H 3.0308 0.1633 -4.0672
21 H 4.7024 1.5795 -3.5176
22 H 4.8375 3.0249 -1.3611
23 H 6.4630 2.4476 -2.0123
24 H 5.6240 1.6093 -0.7025
25 C -2.3665 3.2970 -1.3338
26 C -2.3141 2.3526 -0.1378
27 O -1.0776 1.6643 0.0999
28 C -0.6312 0.7938 -0.8270
29 O -1.3070 0.4311 -1.7441
30 C 0.6730 0.0996 -0.3434
31 F 0.5451 -1.2265 -0.4720
32 F 1.6587 0.6081 -1.0701
33 F 0.9984 0.3588 0.9304
34 H -1.6992 4.1370 -1.0918
35 H -3.3094 3.8326 -1.4156
36 H -1.8928 2.9095 -2.2332
37 H -3.1126 1.6308 -0.3361
38 H -2.6572 2.9200 0.7337
39 C -0.0739 -2.2867 2.5508
40 Br -1.4945 -2.5049 1.2162
41 Br 0.2066 -4.0155 3.5163
42 Br -0.3658 -0.7836 3.8078
43 H 0.7719 -1.8921 1.9994
44 C -1.6464 -0.5577 -5.2238
45 Br -1.6788 -0.3557 -7.1830
46 Br 0.2640 -0.7250 -4.6765
47 Br -2.8575 -2.0447 -4.7390
48 H -2.0075 0.3315 -4.7222
49 C -7.2298 3.9834 0.2963
50 Br -6.9724 5.9133 -0.0425
51 Br -8.4347 3.9109 1.8789
52 Br -5.6050 3.0659 0.6409
53 H -7.7591 3.5121 -0.5221
54 C -4.6793 -1.6760 -0.9538
55 Br -5.7395 -1.9453 -2.5905
56 Br -4.7451 -3.3173 0.1445
57 Br -5.6094 -0.3821 0.1505
58 H -3.7166 -1.3148 -1.2999
59 C 1.1844 -4.9423 -1.0013
60 Br 1.6779 -5.2386 -2.8951
61 Br 2.6397 -5.4875 0.1940
62 Br -0.5475 -5.6903 -0.5590
63 H 1.0919 -3.8621 -1.0059
64 C -3.1699 3.9940 3.5755
65 Br -5.0908 3.8033 3.8428
66 Br -2.5621 5.0224 1.9976
67 Br -2.2235 2.2550 3.8892
68 H -2.9177 4.6487 4.3995

Output
Calculated total energy   -47666.88547 hartree


Please write out number 6 again, unchanged.
Computed, not measured: C16H25Br18F3N2O4 as an isolated structure at a distorted geometry, with the ωB97M-V functional and the def2-TZVPD basis.

Atoms and positions in Å:
1 C 3.6439 -3.9677 3.6502
2 C 3.3327 -2.5256 3.9660
3 O 2.8911 -2.1296 5.0329
4 N 3.7564 -1.6509 3.0305
5 C 3.5169 -0.2226 3.1418
6 H 2.8567 -4.7052 3.7800
7 H 4.3368 -4.2715 4.4409
8 H 4.1059 -4.1169 2.6782
9 H 4.0728 -1.8128 2.0834
10 H 3.9887 0.3762 2.3669
11 H 4.0258 0.0531 4.0704
12 H 2.4520 0.0034 3.2019
13 C 3.3891 -0.5019 -3.2807
14 C 4.0645 0.2687 -2.1500
15 O 3.9189 -0.0950 -0.9934
16 N 4.6568 1.4263 -2.5243
17 C 5.4855 2.1827 -1.6177
18 H 2.5977 -1.1306 -2.8848
19 H 4.0330 -1.2316 -3.7761
20 H 3.0308 0.1633 -4.0672
21 H 4.7024 1.5795 -3.5176
22 H 4.8375 3.0249 -1.3611
23 H 6.4630 2.4476 -2.0123
24 H 5.6240 1.6093 -0.7025
25 C -2.3665 3.2970 -1.3338
26 C -2.3141 2.3526 -0.1378
27 O -1.0776 1.6643 0.0999
28 C -0.6312 0.7938 -0.8270
29 O -1.3070 0.4311 -1.7441
30 C 0.6730 0.0996 -0.3434
31 F 0.5451 -1.2265 -0.4720
32 F 1.6587 0.6081 -1.0701
33 F 0.9984 0.3588 0.9304
34 H -1.6992 4.1370 -1.0918
35 H -3.3094 3.8326 -1.4156
36 H -1.8928 2.9095 -2.2332
37 H -3.1126 1.6308 -0.3361
38 H -2.6572 2.9200 0.7337
39 C -0.0739 -2.2867 2.5508
40 Br -1.4945 -2.5049 1.2162
41 Br 0.2066 -4.0155 3.5163
42 Br -0.3658 -0.7836 3.8078
43 H 0.7719 -1.8921 1.9994
44 C -1.6464 -0.5577 -5.2238
45 Br -1.6788 -0.3557 -7.1830
46 Br 0.2640 -0.7250 -4.6765
47 Br -2.8575 -2.0447 -4.7390
48 H -2.0075 0.3315 -4.7222
49 C -7.2298 3.9834 0.2963
50 Br -6.9724 5.9133 -0.0425
51 Br -8.4347 3.9109 1.8789
52 Br -5.6050 3.0659 0.6409
53 H -7.7591 3.5121 -0.5221
54 C -4.6793 -1.6760 -0.9538
55 Br -5.7395 -1.9453 -2.5905
56 Br -4.7451 -3.3173 0.1445
57 Br -5.6094 -0.3821 0.1505
58 H -3.7166 -1.3148 -1.2999
59 C 1.1844 -4.9423 -1.0013
60 Br 1.6779 -5.2386 -2.8951
61 Br 2.6397 -5.4875 0.1940
62 Br -0.5475 -5.6903 -0.5590
63 H 1.0919 -3.8621 -1.0059
64 C -3.1699 3.9940 3.5755
65 Br -5.0908 3.8033 3.8428
66 Br -2.5621 5.0224 1.9976
67 Br -2.2235 2.2550 3.8892
68 H -2.9177 4.6487 4.3995

Output
Calculated total energy   -47666.88547 hartree